The following is a DFT calculation (ωB97M-V with the def2-TZVPD basis set) of a cluster of 13 separate species, C52H104O38 in total in a non-equilibrium geometry.

Values from the calculation:
Highest occupied orbital energy (eV): -10.29
E_tot (eV): -133410.6005
HOMO-LUMO gap (eV): 10.77
LUMO energy (eV): 0.478

Structure (ORCA input):
```
! RIJCOSX wB97M-V def2-TZVPD def2/J DEFGRID3
* xyz 0 1
C 1.239 -0.894 2.692
C 0.226 0.296 2.497
O -0.192 0.309 1.145
C 0.581 0.844 0.127
O 1.783 1.068 0.242
O -0.140 0.913 -0.955
C 0.440 0.788 -2.209
H 0.915 -1.926 2.555
H 1.670 -0.883 3.692
H 2.113 -0.859 2.042
H 0.689 1.217 2.851
H -0.613 0.308 3.192
H -0.076 -0.082 -2.614
H 1.509 0.581 -2.168
H 0.300 1.676 -2.826
C -6.540 -6.531 3.079
C -5.028 -6.525 3.422
O -4.348 -5.340 3.129
C -3.641 -5.222 2.044
O -3.607 -5.938 1.010
O -2.809 -4.251 2.267
C -1.836 -3.872 1.244
H -7.072 -6.179 3.963
H -6.988 -7.505 2.882
H -6.756 -5.858 2.250
H -4.688 -7.466 2.990
H -4.788 -6.712 4.469
H -2.474 -3.486 0.449
H -1.249 -4.755 0.992
H -1.104 -3.145 1.595
C 4.425 3.630 -7.884
C 3.009 3.824 -7.242
O 3.180 4.540 -6.025
C 2.456 4.156 -5.002
O 1.695 3.171 -4.979
O 2.782 5.055 -3.964
C 2.466 4.735 -2.611
H 4.981 4.564 -7.961
H 4.234 3.255 -8.890
H 5.114 2.881 -7.494
H 2.410 2.913 -7.260
H 2.640 4.488 -8.024
H 2.646 5.535 -1.894
H 3.010 3.815 -2.399
H 1.393 4.575 -2.500
C 2.248 7.773 0.754
C 1.484 7.887 -0.625
O 0.693 6.669 -0.701
C -0.287 6.529 -1.596
O -0.639 7.373 -2.443
O -0.635 5.303 -1.490
C -1.828 4.821 -2.186
H 1.499 7.601 1.528
H 2.690 8.742 0.984
H 3.188 7.224 0.809
H 2.096 8.012 -1.518
H 0.930 8.826 -0.606
H -2.004 5.205 -3.191
H -2.700 4.875 -1.534
H -1.734 3.736 -2.178
C 4.068 0.604 -4.606
C 5.179 1.669 -4.288
O 6.185 1.002 -3.659
C 7.265 0.494 -4.233
O 7.487 0.604 -5.395
O 8.027 -0.009 -3.277
C 9.375 -0.505 -3.533
H 3.638 0.120 -3.730
H 4.419 -0.220 -5.226
H 3.242 1.014 -5.187
H 4.865 2.483 -3.635
H 5.544 2.166 -5.187
H 9.928 -0.144 -2.665
H 9.639 0.111 -4.392
H 9.494 -1.577 -3.691
C -4.862 -1.337 3.208
C -5.248 -0.181 4.228
O -4.437 -0.086 5.345
C -3.246 0.510 5.474
O -2.655 1.199 4.613
O -2.826 0.273 6.784
C -1.587 0.835 7.265
H -5.391 -1.112 2.282
H -5.036 -2.275 3.737
H -3.819 -1.191 2.931
H -6.278 -0.364 4.533
H -5.174 0.711 3.606
H -1.576 0.642 8.338
H -1.862 1.867 7.049
H -0.670 0.620 6.716
C 0.062 -6.169 4.982
C 0.905 -6.944 3.966
O 2.232 -6.457 3.779
C 2.588 -5.285 3.136
O 1.850 -4.712 2.321
O 3.877 -4.888 3.455
C 4.301 -3.703 2.795
H -0.433 -6.825 5.698
H -0.758 -5.647 4.489
H 0.590 -5.447 5.605
H 0.400 -6.809 3.009
H 0.813 -7.988 4.267
H 5.366 -3.507 2.920
H 3.794 -2.817 3.176
H 4.118 -3.822 1.727
C 1.959 -5.076 -7.271
C 2.521 -3.766 -6.612
O 2.755 -3.817 -5.166
C 1.800 -3.386 -4.269
O 0.842 -2.732 -4.664
O 2.167 -3.612 -3.041
C 1.426 -3.080 -1.955
H 0.918 -5.184 -6.965
H 2.578 -5.907 -6.932
H 1.815 -5.027 -8.351
H 1.924 -2.889 -6.863
H 3.487 -3.663 -7.106
H 1.329 -3.647 -1.029
H 0.440 -2.884 -2.378
H 1.853 -2.103 -1.730
C 1.499 4.052 1.336
C 2.994 3.716 0.956
O 3.838 3.370 2.067
C 5.091 3.508 1.977
O 5.754 3.802 0.967
O 5.539 3.295 3.175
C 6.925 3.231 3.405
H 1.455 4.797 2.130
H 1.049 3.185 1.819
H 0.975 4.268 0.406
H 3.427 4.596 0.481
H 3.026 2.914 0.219
H 7.491 4.065 2.990
H 7.423 2.338 3.028
H 7.132 3.343 4.469
C -2.845 2.810 0.420
C -2.972 3.832 1.550
O -2.342 4.997 1.121
C -2.423 6.077 1.914
O -3.032 6.147 2.962
O -1.888 7.149 1.262
C -1.793 8.395 1.913
H -3.226 3.249 -0.502
H -3.285 1.868 0.748
H -1.788 2.571 0.295
H -2.442 3.468 2.431
H -3.997 4.144 1.750
H -2.696 8.944 1.646
H -1.003 8.983 1.447
H -1.585 8.453 2.982
C -5.078 -3.684 8.431
C -4.690 -4.413 7.084
O -3.702 -3.648 6.338
C -2.387 -3.717 6.505
O -1.746 -4.354 7.276
O -1.865 -2.845 5.642
C -0.525 -2.527 5.610
H -5.738 -2.893 8.075
H -4.296 -3.271 9.068
H -5.649 -4.332 9.095
H -5.624 -4.438 6.522
H -4.499 -5.451 7.356
H 0.063 -3.236 5.027
H 0.039 -2.279 6.509
H -0.501 -1.602 5.035
C -1.009 -6.621 -3.231
C -2.145 -5.792 -2.681
O -1.691 -4.424 -2.437
C -2.587 -3.442 -2.491
O -3.808 -3.503 -2.691
O -1.957 -2.311 -2.008
C -2.681 -1.113 -1.913
H -0.257 -6.746 -2.453
H -0.740 -6.097 -4.148
H -1.421 -7.588 -3.520
H -2.680 -6.223 -1.835
H -2.936 -5.830 -3.430
H -3.741 -1.080 -2.167
H -2.267 -0.385 -2.611
H -2.634 -0.763 -0.882
O -4.158 2.876 -3.040
C -4.295 1.777 -3.667
O -3.269 1.104 -4.323
C -1.998 1.682 -4.124
C -1.830 2.905 -5.066
C -5.642 1.053 -3.873
H -1.259 0.881 -4.115
H -2.007 2.021 -3.088
H -0.851 3.372 -4.961
H -2.562 3.612 -4.674
H -1.998 2.695 -6.123
H -5.570 0.528 -4.826
H -6.484 1.745 -3.848
H -5.787 0.371 -3.036
*
```

Atomic partial charges in e from the Löwdin method, atoms 1 to 99: atom 1 (C): -0.057, atom 2 (C): -0.184, atom 3 (O): 0.004, atom 4 (C): -0.536, atom 5 (O): 0.103, atom 6 (O): 0.007, atom 7 (C): -0.036, atom 8 (H): 0.049, atom 9 (H): 0.068, atom 10 (H): 0.066, atom 11 (H): 0.110, atom 12 (H): 0.098, atom 13 (H): 0.087, atom 14 (H): 0.098, atom 15 (H): 0.089, atom 16 (C): -0.046, atom 17 (C): -0.222, atom 18 (O): 0.051, atom 19 (C): -0.606, atom 20 (O): 0.074, atom 21 (O): -0.003, atom 22 (C): 0.031, atom 23 (H): 0.062, atom 24 (H): 0.074, atom 25 (H): 0.082, atom 26 (H): 0.120, atom 27 (H): 0.119, atom 28 (H): 0.093, atom 29 (H): 0.098, atom 30 (H): 0.086, atom 31 (C): -0.060, atom 32 (C): -0.183, atom 33 (O): 0.049, atom 34 (C): -0.499, atom 35 (O): 0.067, atom 36 (O): -0.023, atom 37 (C): -0.030, atom 38 (H): 0.078, atom 39 (H): 0.072, atom 40 (H): 0.060, atom 41 (H): 0.124, atom 42 (H): 0.116, atom 43 (H): 0.088, atom 44 (H): 0.094, atom 45 (H): 0.081, atom 46 (C): -0.047, atom 47 (C): -0.164, atom 48 (O): -0.023, atom 49 (C): -0.631, atom 50 (O): 0.096, atom 51 (O): 0.001, atom 52 (C): 0.009, atom 53 (H): 0.070, atom 54 (H): 0.065, atom 55 (H): 0.067, atom 56 (H): 0.119, atom 57 (H): 0.113, atom 58 (H): 0.103, atom 59 (H): 0.082, atom 60 (H): 0.061, atom 61 (C): -0.024, atom 62 (C): -0.207, atom 63 (O): 0.026, atom 64 (C): -0.622, atom 65 (O): 0.141, atom 66 (O): 0.000, atom 67 (C): 0.003, atom 68 (H): 0.065, atom 69 (H): 0.075, atom 70 (H): 0.055, atom 71 (H): 0.120, atom 72 (H): 0.110, atom 73 (H): 0.093, atom 74 (H): 0.089, atom 75 (H): 0.094, atom 76 (C): -0.033, atom 77 (C): -0.212, atom 78 (O): 0.027, atom 79 (C): -0.479, atom 80 (O): 0.075, atom 81 (O): -0.050, atom 82 (C): -0.030, atom 83 (H): 0.075, atom 84 (H): 0.070, atom 85 (H): 0.067, atom 86 (H): 0.122, atom 87 (H): 0.114, atom 88 (H): 0.098, atom 89 (H): 0.093, atom 90 (H): 0.088, atom 91 (C): -0.062, atom 92 (C): -0.197, atom 93 (O): 0.008, atom 94 (C): -0.464, atom 95 (O): 0.073, atom 96 (O): -0.011, atom 97 (C): -0.054, atom 98 (H): 0.075, atom 99 (H): 0.066